Arrangement one

This record from the OMol25 dataset describes 7 unconnected molecules or ions with the total composition H14O7. The level of theory is wB97M-V/def2-TZVPD.

The geometry in XYZ format:
```
21
Properties=species:S:1:pos:R:3:mulliken_charge:R:1
O -1.14532 0.47425 -0.79671 -0.7224
H -1.39353 0.67583 -1.70597 0.3233
H -0.77884 -0.41586 -0.84549 0.4027
O 2.11904 -2.11394 0.54464 -0.6215
H 2.07334 -3.04226 0.79984 0.2986
H 2.94983 -2.04431 0.06099 0.3159
O -1.23254 -3.69947 1.74276 -0.5885
H -1.78392 -4.37103 1.32566 0.3092
H -0.36858 -3.81712 1.33200 0.2740
O -0.13503 4.38249 0.70280 -0.5969
H -0.92029 4.46347 1.25579 0.3026
H 0.58041 4.23499 1.33159 0.3115
O 0.92919 -0.08322 -1.30241 -0.6826
H 1.43072 -0.30713 -0.51038 0.3404
H 0.71636 0.84999 -1.18921 0.3324
O -2.69871 -2.23383 1.04489 -0.5863
H -2.43829 -1.62422 1.74456 0.3073
H -2.66861 -1.69834 0.24406 0.2777
O 1.89440 3.70637 -1.91755 -0.6231
H 1.02262 3.85054 -2.30253 0.3095
H 1.84771 2.81280 -1.55932 0.3162
```

Summary:
Charge ... 0
HOMO-LUMO gap ... 9.922 eV
LUMO ... 0.27 eV
SMILES ... O.O.O.O.O.O.O

***

Arrangement two

This record from the OMol25 dataset describes 7 unconnected molecules or ions with the total composition H14O7. The level of theory is wB97M-V/def2-TZVPD.

The geometry in XYZ format:
```
21
Properties=species:S:1:pos:R:3:mulliken_charge:R:1
O 1.43695 1.24917 0.91363 -0.6889
H 1.70583 1.94923 0.31571 0.3207
H 2.00556 0.50999 0.58643 0.3325
O 3.55259 -3.68062 -0.55505 -0.6437
H 3.65165 -4.30810 -1.25533 0.3113
H 3.43884 -4.21845 0.21591 0.3096
O 1.98137 -1.02613 -0.83642 -0.6244
H 2.22905 -1.95307 -0.83348 0.3372
H 1.14801 -1.01632 -1.32502 0.3541
O -4.29693 2.50903 3.34533 -0.6386
H -3.37630 2.30192 3.58087 0.3211
H -4.29701 3.44770 3.55093 0.3190
O -0.75938 -0.88461 -2.09632 -0.6726
H -1.34208 -1.37660 -2.67676 0.3041
H -1.28232 -0.85875 -1.28968 0.3437
O -0.62220 2.49986 -1.13472 -0.6039
H -0.63950 1.59933 -1.46021 0.3280
H -1.54876 2.65854 -1.05145 0.2949
O -1.11312 -0.13711 0.46307 -0.6554
H -1.64196 0.50989 0.92841 0.2890
H -0.23030 0.22513 0.61415 0.3623
```

Summary:
Charge ... 0
HOMO-LUMO gap ... 11.482 eV
LUMO ... 0.50 eV
SMILES ... O.O.O.O.O.O.O

***

Arrangement three

This record from the OMol25 dataset describes 7 unconnected molecules or ions with the total composition H14O7. The level of theory is wB97M-V/def2-TZVPD.

The geometry in XYZ format:
```
21
Properties=species:S:1:pos:R:3:mulliken_charge:R:1
O 0.04405 3.81771 -0.04371 -0.6070
H -0.05095 4.72571 -0.35171 0.2945
H -0.65595 3.22971 -0.38771 0.3071
O -1.95595 -0.70429 -1.50971 -0.6635
H -2.26495 -1.04829 -2.35671 0.2945
H -2.74895 -0.50829 -1.00771 0.2961
O 0.58605 -1.59629 2.03529 -0.5507
H 0.91005 -0.70529 2.08429 0.3401
H 0.81405 -1.99329 2.88329 0.2446
O 0.08305 0.84771 -0.57871 -0.6429
H -0.61395 0.51671 -1.19071 0.4169
H 0.87005 0.31471 -0.68471 0.2118
O -0.05095 -2.32529 -0.72971 -0.6643
H 0.53505 -1.67129 -0.40171 0.2773
H -0.69695 -1.74429 -1.10971 0.4400
O 2.60805 -0.71829 -0.53271 -0.6188
H 3.17405 -0.02229 -0.08371 0.2996
H 3.10805 -1.48629 -0.69371 0.2717
O -1.40595 0.63871 1.82729 -0.6741
H -0.92895 0.77871 0.95529 0.3807
H -1.35895 -0.34629 1.87729 0.3465
```

Summary:
Charge ... 0
HOMO-LUMO gap ... 10.658 eV
LUMO ... 0.26 eV
SMILES ... O.O.O.O.O.O.O

***

Arrangement four

This record from the OMol25 dataset describes 7 unconnected molecules or ions with the total composition H14O7. The level of theory is wB97M-V/def2-TZVPD.

The geometry in XYZ format:
```
21
Properties=species:S:1:pos:R:3:mulliken_charge:R:1
O -2.84530 -4.86848 2.77299 -0.6469
H -3.24986 -5.71399 2.57885 0.3126
H -2.50197 -4.56787 1.93156 0.3235
O -0.87919 0.35152 -0.14795 -0.6298
H -0.92110 -0.59766 -0.03162 0.3198
H -0.62077 0.68732 0.71036 0.3132
O -1.55567 3.30082 -2.24185 -0.6360
H -1.44857 2.54365 -1.66613 0.3257
H -2.49984 3.45724 -2.25950 0.3038
O 1.55647 1.79727 -4.83629 -0.6358
H 1.47254 1.62784 -3.89795 0.3172
H 2.02885 2.62813 -4.88882 0.3164
O 4.31321 0.57602 2.28802 -0.6363
H 4.63842 -0.13420 2.84124 0.3221
H 3.49594 0.84963 2.70446 0.3118
O 0.75360 3.06653 2.38105 -0.6239
H 1.39120 3.66573 1.99291 0.3227
H 0.19963 3.62554 2.92587 0.3104
O -1.18735 -4.04190 -0.67389 -0.6341
H -1.76847 -3.89554 -1.42029 0.3224
H -0.37178 -4.35758 -1.06301 0.3212
```

Summary:
Charge ... 0
HOMO-LUMO gap ... 11.550 eV
LUMO ... 0.36 eV
SMILES ... O.O.O.O.O.O.O

***

arrangement two ends up most stable, edging out the next structure by 14.8 kcal/mol.

***

Arrangement one

This record from the OMol25 dataset describes a molecular structure, H14O7. The level of theory is wB97M-V/def2-TZVPD.

The geometry in XYZ format:
```
21
Properties=species:S:1:pos:R:3:mulliken_charge:R:1
O 0.80425 0.05787 -0.23560 -0.8166
H 0.32326 -0.26601 0.55566 0.4336
H 0.86550 0.93297 -0.24238 0.3567
O -2.98740 0.60963 -0.52130 -0.5831
H -3.03065 1.38156 0.04099 0.3099
H -2.12051 0.59136 -0.67352 0.2955
O -1.67223 -1.26038 2.24429 -0.5900
H -1.73131 -0.32020 2.34966 0.2979
H -2.54420 -1.41293 1.80920 0.3591
O 0.37470 -1.23625 2.06107 -0.8301
H -0.53384 -1.28265 2.11845 0.4717
H 0.69710 -0.66777 2.93646 0.2820
O 1.23621 2.76806 -0.37507 -0.7016
H 0.89549 3.64359 -0.75279 0.3204
H 1.78988 2.45472 -1.13150 0.3157
O -0.55225 -1.14301 -1.78124 -0.6909
H 0.29786 -1.10975 -1.19279 0.4108
H -0.52337 -0.77619 -2.72218 0.2779
O 3.10474 -1.15652 -1.31936 -0.6502
H 2.95605 -0.92533 -2.33646 0.3094
H 2.35071 -0.88275 -0.83159 0.4220
```

Summary:
Charge ... 0
HOMO-LUMO gap ... 9.934 eV
LUMO ... -0.03 eV

***

Arrangement two

This record from the OMol25 dataset describes 7 unconnected molecules or ions with the total composition H14O7. The level of theory is wB97M-V/def2-TZVPD.

The geometry in XYZ format:
```
21
Properties=species:S:1:pos:R:3:mulliken_charge:R:1
O -2.56090 -0.96835 0.74693 -0.6065
H -2.57007 -1.92066 0.87160 0.3003
H -1.97821 -0.81676 -0.00192 0.2930
O 2.62612 -0.56745 1.10429 -0.6388
H 2.99962 -0.57217 0.21716 0.2820
H 2.98158 -1.36023 1.51804 0.2944
O -0.29404 2.11064 2.27508 -0.6461
H -0.86058 1.52360 2.78496 0.3202
H -0.19014 1.65456 1.42945 0.3704
O 0.89389 0.40902 -3.12512 -0.6073
H 0.34441 0.85710 -3.77612 0.3082
H 1.79332 0.64991 -3.36676 0.2908
O 0.87202 -0.74857 3.70732 -0.6207
H 1.25882 -0.45511 2.87428 0.3667
H 1.05960 -1.68949 3.75776 0.2879
O -2.74452 0.26945 -3.21881 -0.6085
H -2.90564 0.33168 -4.16480 0.3092
H -1.79549 0.14333 -3.13451 0.3065
O 0.03562 0.28171 0.03670 -0.6497
H 0.94869 0.31928 0.35460 0.3236
H 0.08591 0.54850 -0.89014 0.3244
```

Summary:
Charge ... 0
HOMO-LUMO gap ... 10.117 eV
LUMO ... -0.21 eV
SMILES ... O.O.O.O.O.O.O

***

Arrangement three

This record from the OMol25 dataset describes 7 unconnected molecules or ions with the total composition H14O7. The level of theory is wB97M-V/def2-TZVPD.

The geometry in XYZ format:
```
21
Properties=species:S:1:pos:R:3:mulliken_charge:R:1
O -3.29900 20.45800 18.90500 -0.6409
H -3.79900 19.70900 19.29100 0.2955
H -2.37600 20.39200 19.12600 0.3342
O -1.33500 17.67800 18.09800 -0.7546
H -0.97800 18.45100 18.55400 0.4929
H -1.97400 17.28800 18.71600 0.2918
O -0.02600 18.69800 15.18900 -0.6322
H 0.27300 19.07800 14.43400 0.2628
H 0.22800 19.26000 15.95500 0.4199
O -0.41900 19.85000 19.22100 -0.7884
H 0.08900 19.89500 18.38600 0.4748
H 0.08800 19.28100 19.82500 0.3313
O 0.99400 20.20600 17.07700 -0.7814
H 0.83500 21.01700 16.65600 0.3317
H 1.84500 20.27600 17.53900 0.3139
O 1.38400 17.93500 20.16300 -0.6183
H 1.31200 17.16500 20.68900 0.3025
H 2.03000 17.76500 19.50800 0.2865
O -0.34800 15.61900 19.85900 -0.6515
H 0.48000 15.25500 19.53500 0.3129
H -0.37200 16.38100 19.32100 0.4165
```

Summary:
Charge ... 0
HOMO-LUMO gap ... 10.377 eV
LUMO ... -0.23 eV
SMILES ... O.O.O.O.O.O.O

***

Arrangement four

This record from the OMol25 dataset describes 7 unconnected molecules or ions with the total composition H14O7. The level of theory is wB97M-V/def2-TZVPD.

The geometry in XYZ format:
```
21
Properties=species:S:1:pos:R:3:mulliken_charge:R:1
O -0.84888 -3.71550 2.19879 -0.6379
H -0.75898 -3.78181 3.15425 0.2846
H -0.88299 -2.75982 2.00956 0.3759
O -0.64203 2.29868 -2.25791 -0.6037
H -0.86976 3.02121 -2.85235 0.2663
H -0.43187 2.72608 -1.41681 0.3036
O 1.57629 2.74824 -0.36746 -0.6055
H 2.11178 2.15367 -0.90983 0.3280
H 2.21178 3.33527 0.05657 0.2781
O -0.13498 0.19599 0.23692 -0.5784
H -0.03992 1.01351 0.74278 0.2984
H -0.98441 -0.16675 0.51123 0.2441
O 2.25046 -1.20885 -0.10550 -0.6507
H 1.86484 -2.03680 -0.40643 0.2981
H 1.48640 -0.60420 -0.00826 0.3910
O 0.01861 -0.49734 -2.93574 -0.6197
H 0.38014 -0.07809 -3.72140 0.2862
H -0.24506 0.24094 -2.36860 0.3551
O -1.76941 -1.04771 2.52203 -0.5961
H -1.75926 -1.37808 3.42765 0.2973
H -2.53275 -0.45866 2.49050 0.2852
```

Summary:
Charge ... 0
HOMO-LUMO gap ... 10.227 eV
LUMO ... 0.06 eV
SMILES ... O.O.O.O.O.O.O

***

arrangement four ends up most stable, edging out the next structure by 5.5 kcal/mol.